Here is the molecule C4H5F2NS at a distorted geometry from the OMol25 dataset. Energies are from ωB97M-V with the def2-TZVPD basis set.

Bonds (Å) are listed after each position.
Cartesian coordinates (Å):
1 C 0.353 -0.217 -2.386  N5 1.292, F6 1.304
2 C -0.846 0.192 0.382  C4 1.329, F7 1.348, S8 1.766
3 C 0.974 -0.319 2.108  C4 1.524, H9 1.124, H10 1.027, H11 1.093
4 C 0.220 0.537 1.097  C2 1.329, C3 1.524, H12 1.140
5 N -0.806 0.337 -2.248  C1 1.292, S8 1.732, H13 1.102
6 F 0.415 -0.850 -3.525  C1 1.304
7 F -1.263 -1.088 0.324  C2 1.348
8 S -1.482 1.210 -0.914  C2 1.766, N5 1.732
9 H 0.310 -0.916 2.791  C3 1.124
10 H 1.526 0.402 2.588  C3 1.027
11 H 1.667 -1.077 1.736  C3 1.093
12 H 0.490 1.645 1.077  C4 1.140
13 H -1.557 0.144 -3.032  N5 1.102

## Properties
* HOMO level: -9.0524 eV
* LUMO: 0.445 eV
* maximum force: 0.0822 hartree/bohr
* frontier orbital gap: 9.50 eV
* DFT total energy: -807.96574 hartree